1.
Here is 3 unconnected molecules or ions with the total composition C3H9NO3 from the OMol25 dataset. Energies are from wB97M-V/def2-TZVPD.

Calculated values
Strongest force on any atom in hartree/bohr: 0.1096
Gap between HOMO and LUMO in eV: 4.004
Energy relative to the best compared isomer or geometry (same formula, charge and spin) in eV: 9.940

Each line ends with the Mulliken charge.
Cartesian coordinates (Å):
O 0.35679 0.00109 -2.19361  -0.3966
C -0.67227 -0.59942 -1.74118  0.1023
C -0.70861 -1.27260 -0.37456  -0.1796
N -1.03609 -2.33041 -1.31417  -0.3975
C 1.27869 1.74770 0.39160  -0.5454
O 1.41675 1.17893 1.63693  -0.5468
H -1.64082 -0.29533 -2.09915  0.4109
H 0.15651 -1.21715 0.33268  0.3367
H -1.57997 -0.82964 0.13001  0.2889
H -0.10830 -2.74665 -1.58744  0.3059
H 1.37383 2.82187 0.38481  0.3073
H 1.97781 1.37640 -0.21744  0.3570
H 0.45288 1.28833 -0.10662  0.0282
H -0.85784 -0.25555 2.81643  0.2727
H 0.53665 0.74092 1.85589  0.4293
O -0.94603 0.39151 2.08581  -0.7733

Force components x, y, z for each atom (eV/Å):
O -2.8 -3.3 1.9
C 1.9 4.2 -3.3
C -0.3 -2.8 1.3
N 3.0 2.3 1.2
C -1.8 0.2 1.4
O 0.2 -0.5 1.1
H -0.4 0.0 -0.1
H -0.3 -0.2 -1.2
H -0.1 0.5 0.1
H -0.9 -0.3 0.6
H -0.5 0.5 0.0
H 3.7 -1.2 -2.4
H -1.6 0.8 -0.2
H -0.2 0.5 -0.3
H 0.0 0.4 0.1
O 0.0 -1.3 -0.3

---

2.
Here is a molecular structure, C4H12N2 from the OMol25 dataset. Energies are from wB97M-V/def2-TZVPD.

Calculated values
Charge: -1
Strongest force on any atom in hartree/bohr: 0.0852
Gap between HOMO and LUMO (spin up / spin down) in eV: 2.608 / 8.892
Energy relative to the best compared isomer or geometry (same formula, charge and spin) in eV: 2.753
Spin multiplicity: 2
Expectation value of S²: 0.75

Each line ends with the Mulliken charge.
Cartesian coordinates (Å):
C 2.02989 -0.86563 -0.82815  -0.9228
N 1.22239 -0.76688 0.36953  -0.2395
C 0.73785 0.55879 0.66556  -1.7458
C -0.47706 1.11600 -0.11031  -0.6800
C -1.78129 0.48499 0.34559  -2.9607
N -1.74931 -1.01985 -0.24554  -0.6165
H 1.91117 0.00929 -1.47570  0.2986
H 3.10940 -0.85999 -0.60947  0.2484
H 1.79103 -1.78497 -1.35974  0.3353
H 0.45169 -1.40563 0.29924  0.4315
H 1.54583 1.25833 0.39962  0.4285
H 0.70931 0.84690 1.71756  0.6972
H -0.29834 0.84312 -1.16082  0.1923
H -0.41429 2.18727 0.02981  1.1469
H -1.93285 0.76038 1.39129  0.2656
H -1.48445 -0.85508 0.77913  0.1191
H -2.68725 -1.38879 -0.06117  0.8141
H -2.68372 0.88173 -0.14642  1.1879

Force components x, y, z for each atom (eV/Å):
C 0.4 0.4 0.1
N 0.1 -0.3 0.5
C 0.9 1.8 -0.4
C 0.3 -1.5 0.2
C -1.4 2.2 -3.5
N 0.5 1.8 3.3
H -0.3 -0.2 -0.3
H -0.1 -0.2 0.2
H 0.0 0.1 -0.2
H -0.3 -0.1 0.0
H 0.3 -0.2 -0.4
H -0.7 -0.9 0.4
H -0.3 0.4 0.1
H -0.4 0.5 0.0
H 0.0 -1.1 0.4
H 0.7 -3.5 0.0
H -0.3 0.2 -0.2
H 0.3 0.6 0.0

---

3.
Here is a gas-phase ion, C8H10NS (charge +1) from the OMol25 dataset. Energies are from wB97M-V/def2-TZVPD.

Calculated values
Charge: +1
Strongest force on any atom in hartree/bohr: 0.0919
Gap between HOMO and LUMO (spin up / spin down) in eV: 7.741 / 7.740
Energy relative to the best compared isomer or geometry (same formula, charge and spin) in eV: 4.201

Each line ends with the Mulliken charge.
Cartesian coordinates (Å):
C 2.11945 -1.79415 1.37508  -0.5859
C 1.02016 -1.26193 2.01884  -0.2091
C 2.28419 -1.98918 -0.02165  -0.0394
C -0.12963 -0.56940 1.41966  -0.0873
C 1.89966 -1.16855 -1.02835  0.3358
C -0.47556 0.05639 -1.69897  -0.7793
C -0.83885 0.83456 -0.40230  0.4233
C -0.85352 2.39743 -0.40536  -1.3768
N 0.04087 0.36444 0.58555  -0.4083
S 1.45022 0.01164 -1.93234  -0.1066
H 2.76192 -2.42799 1.80925  0.4417
H 1.00829 -1.22982 3.08240  0.4011
H 2.80478 -2.92527 -0.32966  0.3622
H -1.13034 -1.02241 1.50525  0.3966
H -0.83719 -0.95908 -1.71674  0.4182
H -0.88831 0.75437 -2.52300  0.4208
H -1.93392 0.51066 -0.27975  0.3025
H 0.11517 2.91830 -0.21441  0.3237
H -1.46915 2.88012 0.24335  0.4461
H -1.44138 2.68182 -1.34317  0.3207

Force components x, y, z for each atom (eV/Å):
C -4.2 2.2 -0.1
C 1.8 0.3 -0.6
C -0.3 0.6 -4.2
C -0.5 -0.3 -1.8
C 0.6 -1.5 3.4
C 0.3 2.8 -1.4
C -1.8 0.4 1.0
C 1.0 -1.0 -3.6
N 1.7 -0.6 0.7
S -1.4 0.9 -0.7
H 2.3 -1.6 2.7
H 0.1 -0.7 0.8
H -0.6 0.6 0.1
H 0.2 -0.1 0.6
H 0.0 -0.2 -0.1
H 0.8 -1.7 0.7
H 1.1 0.2 0.0
H -0.4 -0.7 -0.9
H -2.0 0.3 2.8
H 1.5 0.0 0.6